# 1
Entry from the OMol25 dataset: the molecule C4H7N in a non-equilibrium geometry (ωB97M-V with the def2-TZVPD basis set).

The geometry in XYZ format:
```
12
C4H7N (ωB97M-V with the def2-TZVPD basis set)
C 1.75 -1.15 -1.09
C 1.03 -0.47 0.14
C -0.25 -0.12 -0.18
N -0.92 0.47 0.90
C -1.81 1.35 0.59
H 1.31 -0.84 -2.09
H 1.57 -2.14 -1.09
H 2.90 -1.06 -0.94
H 1.57 -0.49 1.11
H -0.57 -0.03 -1.19
H -2.06 1.88 -0.40
H -2.55 1.68 1.43
```

Summary:
- Net charge: 0
- Energy above the lowest of the compared OMol25 structures with the same formula, charge and spin: 2.425 eV
- DFT total energy: -211.27157 Eh
- Kohn-Sham gap: 9.53 eV
- SMILES: C=N/C=C/C

***

# 2
Entry from the OMol25 dataset: the molecule C4H7N in a non-equilibrium geometry (ωB97M-V with the def2-TZVPD basis set).

The geometry in XYZ format:
```
12
C4H7N (ωB97M-V with the def2-TZVPD basis set)
C -1.67 0.09 0.23
C 0.64 0.13 0.10
C 1.55 1.14 -0.09
C 0.69 -1.23 -0.26
N -0.43 0.04 0.96
H -2.52 -0.05 0.91
H -1.74 1.04 -0.31
H -1.71 -0.79 -0.45
H 1.27 2.09 0.37
H 2.34 1.11 -0.82
H -0.09 -1.96 -0.15
H 1.69 -1.60 -0.49
```

Summary:
- Net charge: 0
- Energy above the lowest of the compared OMol25 structures with the same formula, charge and spin: 4.734 eV
- DFT total energy: -211.18671 Eh
- Kohn-Sham gap: 6.79 eV

***

# 3
Entry from the OMol25 dataset: a structure of composition C4H7N in a non-equilibrium geometry (ωB97M-V with the def2-TZVPD basis set).

The geometry in XYZ format:
```
12
C4H7N (ωB97M-V with the def2-TZVPD basis set)
C -1.37 0.32 -0.79
C -0.90 -0.41 0.42
C 0.46 -0.92 0.38
N 1.58 -0.60 -0.47
C 1.78 0.50 0.34
H -1.14 -0.34 -1.73
H -2.54 0.57 -0.71
H -0.76 1.24 -1.06
H -1.63 -0.51 1.22
H 0.77 -1.81 0.96
H 2.40 0.41 1.22
H 1.35 1.54 0.23
```

Summary:
- Net charge: 0
- Energy above the lowest of the compared OMol25 structures with the same formula, charge and spin: 5.512 eV
- DFT total energy: -211.15811 Eh
- Kohn-Sham gap: 6.78 eV

***

# 4
Entry from the OMol25 dataset: the ion C4H7N2 with charge +1 in a non-equilibrium geometry (ωB97M-V with the def2-TZVPD basis set).

The geometry in XYZ format:
```
13
C4H7N2 (ωB97M-V with the def2-TZVPD basis set)
C 0.12 1.27 0.23
C -2.77 -0.78 -0.04
C 0.92 0.17 0.16
C 2.28 -0.19 -0.08
N -1.20 1.03 0.15
N -1.90 0.07 0.15
H 0.58 2.21 0.33
H -3.00 -1.52 0.78
H -3.42 -0.91 -1.01
H 0.39 -0.82 -0.01
H 2.66 -1.17 0.24
H 2.91 0.65 0.23
H 2.43 -0.02 -1.11
```

Summary:
- Net charge: +1
- Energy above the lowest of the compared OMol25 structures with the same formula, charge and spin: 5.506 eV
- DFT total energy: -265.70613 Eh
- Kohn-Sham gap: 8.53 eV
- SMILES: C=[N+]=N/C=C/C

***

Which of these has the highest net charge?
C4H7N2